No. 1
Density functional theory data (wB97M-V/def2-TZVPD) for the molecule C26H29N3O5S in a non-equilibrium geometry.

Results
orbital gap	9.208	eV
energy above the lowest of the compared OMol25 structures with the same formula, charge and spin	67.1	kcal per mole
SMILES	CCOc1ccc(N(CC(=O)N2CC=C(c3ccccc3)CC2)S(=O)(=O)c2c(C)noc2C)cc1
DFT total energy	-52974.3541	eV
net charge	0

```
64
Properties=species:S:1:pos:R:3:forces:R:3
C -7.1740 -2.7246 -1.1215 0.21 0.09 0.37
C -6.9901 -2.2862 0.3288 -0.40 -0.02 -0.27
O -5.6764 -2.5069 0.8035 0.33 0.00 0.06
C -4.6782 -1.6479 0.4704 0.20 0.05 0.03
C -3.4171 -1.9684 0.9802 -0.14 -0.04 -0.02
C -2.3270 -1.1673 0.7232 -0.24 -0.03 -0.15
C -2.4691 -0.0216 -0.0527 -0.49 -0.47 0.07
N -1.3178 0.7878 -0.2723 0.14 0.55 0.89
C -1.1878 1.4154 -1.5759 0.20 0.43 -0.38
C 0.2703 1.5426 -2.0228 -0.22 0.15 -0.18
O 0.7347 2.6417 -2.2840 -0.12 0.25 -0.11
N 0.9870 0.4170 -2.1692 0.25 -0.28 0.03
C 0.5321 -0.9334 -1.9353 -0.21 -0.22 -0.15
C 1.5770 -1.7458 -1.2266 0.00 0.06 -0.10
C 2.8277 -1.3396 -1.0177 -0.20 0.08 -0.09
C 3.7920 -2.1445 -0.2518 0.06 -0.22 0.11
C 4.6324 -1.5351 0.6782 -0.07 -0.03 -0.08
C 5.5340 -2.2905 1.4051 0.08 0.00 0.08
C 5.6196 -3.6588 1.2093 0.04 -0.04 0.04
C 4.7910 -4.2720 0.2847 0.01 -0.10 0.05
C 3.8821 -3.5217 -0.4381 -0.01 0.06 -0.01
C 3.3018 -0.0122 -1.5414 -0.21 0.10 -0.20
C 2.3598 0.4903 -2.6306 0.38 0.28 0.04
S -1.1124 1.8934 1.0011 0.64 0.28 0.18
O -1.4633 1.2206 2.2137 0.05 -0.20 -0.14
O -1.7724 3.1302 0.6939 0.09 0.00 -0.21
C 0.6271 2.1483 0.9918 -0.25 0.36 -0.17
C 1.6097 1.2262 1.4472 0.11 0.37 -0.16
C 1.3693 -0.1278 1.9904 0.14 -0.13 0.12
N 2.7968 1.7563 1.3261 0.18 -1.19 0.65
O 2.6391 3.0111 0.8154 -0.59 0.77 -0.39
C 1.3428 3.2585 0.6163 -0.58 -0.34 0.07
C 0.9223 4.5526 0.0516 0.19 0.11 -0.12
C -3.7199 0.3100 -0.5486 0.30 0.00 0.06
C -4.8164 -0.4981 -0.3006 -0.32 -0.15 0.04
H -8.2100 -2.5842 -1.4175 -0.11 0.02 -0.06
H -6.5352 -2.1497 -1.7873 0.01 0.03 -0.10
H -6.9169 -3.7758 -1.2231 0.00 -0.09 -0.03
H -7.2785 -1.2366 0.4610 0.04 -0.09 0.06
H -7.6188 -2.8990 0.9811 0.05 0.17 -0.07
H -3.3229 -2.8549 1.5866 0.02 -0.11 0.07
H -1.3608 -1.4114 1.1340 0.14 -0.03 0.05
H -1.7336 0.8252 -2.3174 0.02 0.00 0.17
H -1.5966 2.4333 -1.5551 0.06 -0.21 -0.23
H -0.3760 -0.9251 -1.3335 0.09 -0.06 -0.12
H 0.2946 -1.4108 -2.9007 -0.06 0.02 0.11
H 1.2335 -2.7013 -0.8566 0.03 -0.16 0.10
H 4.5608 -0.4721 0.8513 0.01 0.17 0.00
H 6.1747 -1.8074 2.1281 0.05 0.04 0.07
H 6.3295 -4.2451 1.7737 0.06 -0.04 0.04
H 4.8555 -5.3384 0.1241 0.01 -0.08 -0.02
H 3.2478 -4.0012 -1.1694 -0.05 -0.03 -0.08
H 4.3119 -0.1140 -1.9430 0.03 0.00 0.01
H 3.3453 0.7100 -0.7240 0.09 0.03 -0.06
H 2.5729 1.5277 -2.8909 -0.02 -0.19 -0.03
H 2.4562 -0.1350 -3.5253 0.00 0.03 0.01
H 2.2319 -0.4591 2.5615 0.03 -0.07 0.04
H 0.4790 -0.1022 2.6148 0.06 -0.09 0.09
H 1.2033 -0.8280 1.1729 -0.02 -0.05 -0.01
H 0.9359 4.4706 -1.0368 -0.01 0.03 0.05
H -0.0949 4.7682 0.3664 0.04 0.08 0.01
H 1.6072 5.3389 0.3573 0.00 0.08 0.08
H -3.8494 1.2129 -1.1261 -0.02 0.11 -0.06
H -5.7729 -0.2016 -0.7008 -0.10 -0.03 -0.03
```
Forces are in eV/Å.


No. 2
Density functional theory data (wB97M-V/def2-TZVPD) for a cluster of 13 separate species, C46H118O13 in total in a non-equilibrium geometry.

Results
orbital gap	9.738	eV
energy above the lowest of the compared OMol25 structures with the same formula, charge and spin	0.0	kcal per mole
DFT total energy	-76228.4101	eV
net charge	0

```
177
Properties=species:S:1:pos:R:3:forces:R:3
C -3.3215 -0.6190 -5.1439 0.66 0.74 -0.14
C -4.0019 -0.9938 -3.8737 -0.80 0.70 0.01
C -5.1834 -1.9482 -4.2013 1.76 -0.02 0.75
O -3.0442 -1.5789 -3.0154 0.20 -0.88 0.89
H -2.3812 -0.1534 -4.8985 0.43 0.53 0.03
H -3.8782 0.0785 -5.7466 -0.36 0.12 -0.29
H -3.0456 -1.4825 -5.7243 -0.17 -0.53 -0.35
H -4.3682 -0.0780 -3.3237 0.10 -0.72 -0.65
H -5.9511 -1.3985 -4.7594 0.01 -0.34 0.35
H -5.4799 -2.3688 -3.2285 -0.57 0.04 -0.56
H -4.7172 -2.7486 -4.8208 -0.70 0.32 0.32
H -2.1362 -1.6232 -3.3742 -0.44 0.12 -0.31
C -3.8219 -4.9289 -1.0810 0.42 0.84 0.08
C -3.3203 -3.9356 -0.0313 1.04 1.25 -1.48
C -1.7911 -3.9713 0.0952 0.16 0.11 -1.25
O -3.7586 -2.5617 -0.4518 -0.61 -1.90 3.26
H -3.1465 -4.9597 -1.9395 0.00 0.24 -0.02
H -4.7818 -4.5742 -1.4165 -0.47 -0.15 -0.16
H -3.8860 -5.9333 -0.7278 -0.18 -0.72 0.49
H -3.6942 -4.1079 0.9611 -0.84 0.14 0.25
H -1.3852 -4.9698 0.2666 -0.31 -0.07 0.66
H -1.3900 -3.2278 0.7874 -0.11 -0.22 0.09
H -1.3671 -3.7777 -0.9022 -0.09 0.44 0.10
H -3.4026 -2.2852 -1.2687 1.00 0.21 -2.07
C -1.2743 1.9766 4.2883 -1.03 0.97 0.38
C -1.5702 2.2016 2.8076 0.46 -1.44 -0.05
C -2.3035 3.4628 2.4451 -0.53 -1.26 -1.27
O -0.2818 2.2176 2.2062 0.70 0.23 1.62
H -0.9642 2.9247 4.7761 -0.03 -0.43 -0.29
H -0.4542 1.2637 4.3776 -0.31 -0.18 0.13
H -2.2144 1.6600 4.7978 0.81 -0.07 -0.14
H -2.1492 1.2798 2.4431 0.62 1.21 0.29
H -3.2668 3.3421 2.9045 -0.67 0.77 0.38
H -2.4755 3.4617 1.3467 0.05 0.07 0.67
H -1.7543 4.3546 2.6559 0.19 0.57 0.65
H -0.3688 2.0683 1.2908 -0.04 -0.21 -2.18
C 3.8397 2.1338 3.3334 -0.04 1.11 0.12
C 2.9494 3.1875 4.1110 1.41 -1.15 -1.22
C 3.8503 4.0456 4.9931 0.28 -0.14 -0.33
O 2.3013 4.0461 3.1646 -0.60 -0.62 0.23
H 4.3377 1.4493 4.0031 0.08 -0.10 0.58
H 4.6468 2.6982 2.8171 -0.55 -0.37 0.02
H 3.3033 1.4982 2.6199 -0.15 0.43 0.05
H 2.2508 2.6282 4.7273 -0.44 0.08 0.07
H 3.2238 4.6247 5.6526 -0.06 0.50 0.18
H 4.4490 4.7005 4.3360 -0.28 -0.11 0.35
H 4.5548 3.4719 5.6274 -0.48 0.02 -0.45
H 1.5565 3.5548 2.7457 0.58 0.30 0.46
C -4.7072 -0.6218 3.6580 -0.53 0.12 1.94
C -4.8083 -0.7966 2.1853 -0.46 -0.68 0.24
C -5.7092 0.2238 1.5646 0.84 3.06 -0.95
O -3.5062 -0.7173 1.6698 0.43 0.15 0.00
H -4.4591 -1.5287 4.2590 0.12 0.45 -0.79
H -5.7216 -0.3428 4.0278 0.80 0.23 0.04
H -3.9340 0.1519 3.8823 -0.79 -0.37 -0.03
H -5.2414 -1.7750 1.9652 0.07 -0.26 -0.05
H -6.7276 0.3324 1.8869 -0.58 -0.77 0.48
H -5.7293 0.1099 0.4687 0.07 0.05 0.30
H -5.3187 1.2987 1.7845 -0.18 -1.67 -0.46
H -3.4827 -1.3096 0.9154 0.15 -0.37 -0.76
C 4.3274 -4.0052 -1.9666 0.37 -0.48 -1.78
C 3.0133 -3.5845 -1.3737 0.08 1.19 -1.01
C 2.6484 -4.2754 -0.1500 0.50 -2.49 0.96
O 2.9734 -2.1806 -1.1347 0.47 0.65 -0.11
H 4.3122 -3.4306 -2.9304 0.83 -0.60 0.69
H 4.4193 -5.1067 -2.2171 -0.45 1.16 0.32
H 5.2003 -3.7643 -1.3639 0.01 0.28 0.13
H 2.3240 -3.6917 -2.2036 -0.72 -0.27 0.17
H 1.9769 -3.7409 0.4916 -0.43 0.25 0.19
H 3.5798 -4.5353 0.3883 -0.42 0.29 0.19
H 2.2353 -5.2518 -0.4278 -0.23 0.03 0.32
H 3.6297 -1.9758 -0.4537 -0.07 0.01 -0.15
C 4.8677 -1.6268 1.6605 -0.51 0.15 0.03
C 5.3669 -1.1281 3.0076 -0.44 -0.17 -1.03
O 6.6168 -1.7375 3.3478 -1.12 0.47 0.19
C 6.9797 -1.3511 4.6688 0.26 1.30 -0.68
C 8.3479 -1.8315 4.9862 1.93 0.05 -0.67
H 4.5220 -2.6535 1.6754 0.12 -0.37 0.31
H 3.9947 -1.0446 1.3042 0.49 0.08 0.36
H 5.6497 -1.5558 0.9463 0.70 0.12 -0.81
H 5.3938 -0.0240 2.9703 0.53 -0.41 0.17
H 4.5474 -1.4035 3.6578 0.09 -0.06 1.10
H 7.0433 -0.2449 4.6834 -0.62 -0.22 0.27
H 6.2517 -1.7247 5.4133 0.18 0.20 -0.32
H 8.5042 -1.7778 6.0345 0.19 0.34 1.13
H 9.2847 -1.3583 4.4955 -1.96 -0.43 0.44
H 8.3826 -2.8738 4.7880 0.23 -1.13 -0.42
C -2.1263 -2.7706 6.8930 0.82 1.26 -1.03
C -1.5498 -2.0856 5.6247 -0.19 -0.72 0.79
O -0.4594 -2.8739 5.1442 -0.18 0.10 0.49
C 0.2535 -2.2279 4.1165 0.38 -0.43 -0.44
C 1.1893 -3.2343 3.4147 -1.00 0.00 1.96
H -2.9604 -2.1831 7.2755 0.02 -0.04 0.07
H -2.4692 -3.7238 6.5719 -0.33 -0.99 0.11
H -1.3379 -2.8547 7.6390 -0.13 -0.11 0.09
H -2.3318 -2.0626 4.8599 0.07 0.25 -0.11
H -1.2364 -1.0648 5.8672 0.13 0.03 -0.17
H -0.4827 -1.8102 3.4310 0.10 0.40 -0.30
H 0.9149 -1.4458 4.5364 -0.48 0.09 -0.14
H 0.6565 -4.0756 2.9632 0.09 0.21 -0.02
H 1.8065 -3.5911 4.2523 0.13 -0.29 -0.52
H 1.7982 -2.7044 2.7268 0.61 0.33 -0.83
C -3.5642 5.4266 -1.6547 0.48 -0.65 0.90
C -2.2312 4.9103 -1.1691 0.22 -0.71 2.72
O -1.1644 4.9931 -2.0418 0.60 0.75 -1.41
C 0.0446 4.4038 -1.6044 0.65 -1.19 0.39
C 1.0624 4.2885 -2.7637 0.30 0.44 0.18
H -3.9548 4.8548 -2.4612 -0.29 -0.50 -0.83
H -4.2794 5.3656 -0.8183 0.27 0.11 -0.27
H -3.4377 6.4300 -1.9518 -0.14 1.32 -0.41
H -1.9961 5.4323 -0.1840 -0.05 -0.21 -0.95
H -2.3003 3.8562 -0.8692 -0.33 0.22 -0.07
H 0.5309 4.9520 -0.7677 -0.55 0.10 -0.31
H -0.1433 3.3548 -1.2192 0.05 1.08 -0.32
H 2.0644 3.9626 -2.3513 -0.94 0.85 -0.30
H 1.1223 5.2528 -3.3773 0.10 -1.40 0.92
H 0.7999 3.4420 -3.3966 -0.32 0.25 -0.36
C 7.9033 2.6570 1.9031 -1.17 0.62 1.54
C 8.3282 1.9653 0.6790 1.62 -0.48 -1.84
O 7.2823 1.2751 -0.0002 0.59 -0.35 0.05
C 7.7919 0.5230 -1.1184 -1.74 0.42 -0.37
C 6.5793 -0.2145 -1.6957 0.32 0.28 0.05
H 7.3655 3.6020 1.7532 -0.47 -0.52 -0.22
H 7.3263 1.9310 2.5165 -0.03 0.63 -0.32
H 8.7056 2.9905 2.5606 0.55 -0.38 -0.30
H 8.7405 2.6224 -0.1162 0.21 0.16 0.74
H 9.1565 1.2718 0.9725 -0.56 0.06 -0.40
H 8.1428 1.1715 -1.9715 0.41 -0.31 1.19
H 8.5077 -0.2327 -0.7724 0.31 0.44 -0.14
H 6.9821 -0.9386 -2.4153 -0.49 -0.04 0.10
H 5.8718 0.4733 -2.1970 0.42 -0.34 0.25
H 6.0668 -0.6935 -0.8587 -0.03 -0.21 -0.37
C -7.4790 1.7415 -6.8633 -0.24 0.38 0.44
C -6.3044 2.2611 -5.9989 -1.14 1.01 -0.64
O -6.8180 2.2667 -4.6783 0.88 -0.70 -0.51
C -6.0129 2.7832 -3.6302 -1.16 0.96 -0.28
C -6.7229 2.2513 -2.4246 0.97 -0.69 0.69
H -7.3903 2.0272 -7.9076 -0.05 0.39 -0.03
H -7.6397 0.6669 -6.8968 0.53 -0.27 0.41
H -8.4065 2.1275 -6.3971 0.44 0.14 -0.57
H -5.3996 1.6858 -6.1884 0.19 -0.31 0.56
H -6.0555 3.3208 -6.2695 -0.21 -0.67 -0.06
H -4.9721 2.4957 -3.6666 0.42 -0.38 -0.22
H -6.0532 3.8883 -3.6541 0.11 -0.20 -0.10
H -6.5060 1.1793 -2.4074 -0.16 -0.03 0.27
H -7.7879 2.3533 -2.5428 -0.36 0.30 0.10
H -6.3582 2.6858 -1.4911 -0.17 0.05 -0.03
C -1.3409 -4.0534 -4.8178 -1.21 0.64 -0.72
C -0.3813 -2.9778 -5.2807 1.32 -0.57 1.34
O -0.4449 -1.9269 -4.2863 0.55 -0.43 -0.93
C 0.4447 -0.8605 -4.6493 -0.30 0.28 0.78
C 0.4729 0.1106 -3.4574 0.37 -0.16 0.33
H -1.0791 -4.3592 -3.8251 0.19 -0.10 0.65
H -2.3628 -3.5969 -4.7715 0.68 -0.62 -0.04
H -1.3689 -4.9594 -5.4337 0.08 0.37 -0.13
H 0.6649 -3.3792 -5.2714 -0.58 0.21 0.04
H -0.5045 -2.5967 -6.2871 -0.61 0.25 -0.25
H 1.4522 -1.2411 -4.8666 -0.13 -0.12 0.17
H 0.0634 -0.4538 -5.5854 -0.03 0.51 -0.04
H 0.8509 1.1227 -3.6693 -0.03 -0.47 -0.24
H 1.0968 -0.3071 -2.6386 -0.25 0.17 -0.66
H -0.5184 0.2387 -3.0148 -0.06 -0.01 -0.33
C -2.4567 1.3744 -0.7749 -0.60 -1.64 0.89
C -1.3366 0.4154 -0.3965 1.25 2.13 -0.89
O -0.0846 1.2281 -0.4581 -1.57 -1.26 0.24
C 0.9923 0.4245 -0.0173 -0.04 1.07 0.34
C 2.1840 1.2987 0.0057 0.04 2.49 -0.06
H -3.4356 0.8966 -0.7540 0.01 -0.39 0.04
H -2.5587 2.1869 -0.0887 0.27 0.28 0.60
H -2.3565 1.7837 -1.7358 0.51 0.49 -1.48
H -1.4147 0.0191 0.5888 -0.31 -0.22 0.93
H -1.1540 -0.4023 -1.0723 -0.44 -0.44 -0.48
H 0.7998 0.0891 0.9884 -0.24 -0.37 0.65
H 1.1610 -0.4397 -0.6240 -0.08 -0.62 -0.64
H 2.1830 2.1042 0.7655 -0.53 -0.54 0.00
H 2.3389 1.8922 -0.9036 -0.14 -0.58 -0.28
H 3.0509 0.7628 0.2053 1.75 -1.14 0.18
```
Forces are in eV/Å.


No. 3
Density functional theory data (wB97M-V/def2-TZVPD) for the ion C3H8N3O with charge +1 in a non-equilibrium geometry.

Results
orbital gap	9.768	eV
energy above the lowest of the compared OMol25 structures with the same formula, charge and spin	67.5	kcal per mole
SMILES	NC1=C[C@@H](O)[NH2+]N1
DFT total energy	-9749.5350	eV
net charge	+1

```
15
Properties=species:S:1:pos:R:3:forces:R:3
N 0.6028 -1.6615 1.4876 2.01 0.07 -1.08
C 0.1616 -0.6507 0.7034 0.17 0.46 -0.88
C -0.9491 0.0948 0.7506 2.00 0.09 -3.10
C -1.0165 0.9933 -0.4950 -1.55 -1.71 0.52
O -0.7659 2.2874 -0.2636 1.95 1.98 3.00
N 0.2874 0.5139 -1.3783 -1.54 -1.04 2.97
N 1.0611 -0.2830 -0.4529 -0.35 -0.84 1.05
H 0.1128 -2.2160 2.1884 -0.03 0.75 -0.51
H 1.5490 -1.9643 1.2075 -1.03 -0.25 0.64
H -1.6599 -0.1708 1.4392 -2.16 0.11 1.20
H -1.9234 0.8997 -1.1849 1.29 0.07 0.95
H -0.1858 2.4093 0.6348 -2.19 -0.54 -2.98
H 0.0767 -0.0661 -2.1738 -0.02 0.03 -0.57
H 0.5173 1.4742 -1.5454 1.44 0.48 -0.73
H 1.8818 0.1830 -0.0783 0.03 0.36 -0.48
```
Forces are in eV/Å.


No. 4
Density functional theory data (wB97M-V/def2-TZVPD) for the ion C6H9O with charge +1 in a non-equilibrium geometry.

Results
orbital gap (spin up / spin down)	7.084 / 7.083	eV
energy above the lowest of the compared OMol25 structures with the same formula, charge and spin	64.0	kcal per mole
DFT total energy	-8404.0823	eV
net charge	+1

```
16
Properties=species:S:1:pos:R:3:forces:R:3
C -0.3055 -0.8888 0.3372 0.81 2.99 -2.46
C -0.1796 -1.5653 -0.8194 -1.59 -2.03 1.55
C -0.2487 0.5649 0.7787 0.21 -0.39 -1.73
C -0.0033 1.5323 -0.1129 -0.55 -1.10 3.72
C 1.2860 -0.6720 -2.2975 0.26 -0.21 -1.73
C -0.7026 0.8525 2.1568 3.05 -0.93 2.14
O 0.1986 -1.2154 -2.1423 -1.13 0.53 1.47
H -0.7199 -1.4794 1.0620 -0.82 -1.82 1.74
H -0.6266 -2.5721 -0.8653 0.58 0.57 -0.12
H 0.0215 2.5351 0.1516 -0.21 1.71 0.62
H 0.2125 1.3528 -1.0615 0.97 -0.91 -4.15
H 1.3778 -0.3958 -3.3435 0.95 0.47 0.10
H 1.9894 -0.6600 -1.4891 0.53 0.53 0.35
H -0.6505 1.9271 2.4049 -0.29 -0.64 -0.17
H 0.0015 0.2742 2.9442 -1.45 1.33 -1.66
H -1.6506 0.4098 2.2961 -1.34 -0.11 0.35
```
Forces are in eV/Å.


> Among the records above, which one has the lowest energy above the lowest of the compared OMol25 structures with the same formula, charge and spin?

C46H118O13